[1]
DFT (the ωB97M-V functional and the def2-TZVPD basis) results for C3H2BrF3 as an isolated structure.

Summary:
Gap between HOMO and LUMO (spin up / spin down) ... 8.28 / 8.13 eV
DFT total energy ... -2988.9277 a.u.
ΔE to the lowest compared entry with this formula, charge and spin ... 109.0 kcal/mol
E_HOMO (spin up / spin down) ... -9.00 / -9.13 eV

ORCA input file:
```
! wB97M-V def2-TZVPD RIJCOSX def2/J DEFGRID3
* xyz 0 1
C 0.376 0.502 -0.266
C -1.588 0.339 -0.408
C 1.095 -0.425 0.558
F 0.744 1.734 0.056
F -2.067 1.472 -0.935
F 0.866 -1.734 0.222
Br -2.225 -1.168 -1.341
H 2.125 -0.347 0.605
H 0.673 -0.373 1.508
*
```

Listed below, in e, are the natural (NBO) charges computed for each atom: C 0.431; C 0.199; C -0.105; F -0.319; F -0.337; F -0.348; Br 0.077; H 0.203; H 0.199



[2]
DFT (the ωB97M-V functional and the def2-TZVPD basis) results for a 3-piece molecular cluster, C3H3NO2 overall.

Summary:
Gap between HOMO and LUMO ... 11.22 eV
DFT total energy ... -321.2880 a.u.
ΔE to the lowest compared entry with this formula, charge and spin ... 56.2 kcal/mol
E_HOMO ... -10.86 eV

ORCA input file:
```
! wB97M-V def2-TZVPD RIJCOSX def2/J DEFGRID3
* xyz 0 1
C 0.424 0.021 1.718
O -0.203 -0.586 0.884
C -1.480 -1.335 -1.529
O -2.173 -2.162 -1.185
C 0.648 1.124 -1.381
N 1.310 2.066 -1.464
H 0.023 0.253 -1.284
H 0.908 0.992 1.498
H 0.543 -0.373 2.744
*
```

Listed below, in e, are the natural (NBO) charges computed for each atom: C 0.294; O -0.529; C 0.511; O -0.480; C 0.061; N -0.341; H 0.239; H 0.127; H 0.118



[3]
DFT (the ωB97M-V functional and the def2-TZVPD basis) results for an isolated ion of composition C5H12NO2 and charge -1.

Summary:
Gap between HOMO and LUMO ... 5.51 eV
DFT total energy ... -402.8640 a.u.
ΔE to the lowest compared entry with this formula, charge and spin ... 103.8 kcal/mol
E_HOMO ... -2.05 eV
SMILES ... N[C@H](CO)CCC[O-]

ORCA input file:
```
! wB97M-V def2-TZVPD RIJCOSX def2/J DEFGRID3
* xyz -1 1
N -1.306 0.967 -1.462
C -0.894 0.080 -0.407
C -2.168 -0.581 0.299
O -2.413 -1.979 -0.169
C -0.057 0.779 0.614
C 1.459 1.018 0.264
C 2.332 -0.226 0.196
O 3.490 0.016 0.773
H -1.252 1.964 -1.124
H -2.224 0.749 -1.828
H -0.338 -0.742 -0.902
H -2.101 -0.664 1.369
H -3.089 -0.138 -0.114
H -1.530 -2.389 -0.361
H -0.535 1.913 0.697
H 0.061 0.201 1.629
H 1.813 1.757 1.048
H 1.310 1.607 -0.689
H 1.910 -1.075 0.753
H 2.469 -0.670 -0.853
*
```

Listed below, in e, are the natural (NBO) charges computed for each atom: N -0.842; C -0.110; C -0.063; O -0.765; C -0.392; C -0.414; C -0.038; O -0.956; H 0.355; H 0.354; H 0.190; H 0.173; H 0.162; H 0.464; H 0.158; H 0.214; H 0.206; H 0.166; H 0.072; H 0.065



[4]
DFT (the ωB97M-V functional and the def2-TZVPD basis) results for a 2-piece molecular cluster, C8H16N2 overall.

Summary:
Gap between HOMO and LUMO ... 8.94 eV
DFT total energy ... -423.7244 a.u.
ΔE to the lowest compared entry with this formula, charge and spin ... 135.0 kcal/mol
E_HOMO ... -8.08 eV

ORCA input file:
```
! wB97M-V def2-TZVPD RIJCOSX def2/J DEFGRID3
* xyz 0 1
C 0.019 2.775 -0.236
C -2.790 -0.702 0.322
C -2.697 -0.886 -0.980
C -3.327 0.714 0.821
C 2.616 0.277 -0.937
C 2.053 -0.290 1.419
C 1.271 -1.718 -0.451
C 1.606 -0.355 -0.004
N 0.396 1.680 -0.163
N 0.356 0.433 -0.121
H -0.138 3.824 -0.469
H -2.301 -1.733 -1.519
H -2.554 -1.318 1.118
H -2.852 -0.153 -1.754
H -2.412 1.164 1.215
H -3.809 1.321 0.002
H -4.083 0.328 1.586
H 2.241 0.383 -1.961
H 2.843 1.420 -0.807
H 3.714 -0.138 -0.868
H 2.990 -1.053 1.528
H 1.189 -0.703 2.013
H 2.357 0.688 1.895
H 0.226 -1.834 0.019
H 1.141 -1.703 -1.584
H 1.944 -2.420 -0.084
*
```

Listed below, in e, are the natural (NBO) charges computed for each atom: C -0.016; C -0.149; C -0.409; C -0.651; C -0.631; C -0.609; C -0.600; C 0.040; N -0.003; N -0.379; H 0.255; H 0.188; H 0.192; H 0.185; H 0.218; H 0.212; H 0.212; H 0.218; H 0.205; H 0.219; H 0.198; H 0.218; H 0.224; H 0.230; H 0.220; H 0.211



[5]
DFT (the ωB97M-V functional and the def2-TZVPD basis) results for a 2-piece molecular cluster, C3H3NO2 overall.

Summary:
Gap between HOMO and LUMO (spin up / spin down) ... 9.93 / 7.27 eV
DFT total energy ... -321.1260 a.u.
ΔE to the lowest compared entry with this formula, charge and spin ... 157.9 kcal/mol
E_HOMO (spin up / spin down) ... -10.98 / -8.83 eV

ORCA input file:
```
! wB97M-V def2-TZVPD RIJCOSX def2/J DEFGRID3
* xyz 0 1
C -2.152 0.266 0.011
C 0.412 1.116 -0.063
C -0.910 0.677 -0.345
N -3.211 0.013 0.419
O -0.308 1.278 -1.280
O -0.796 -1.786 -0.571
H 0.526 2.015 0.572
H 1.430 0.586 -0.111
H 0.065 -1.911 -1.024
*
```

Listed below, in e, are the natural (NBO) charges computed for each atom: C 0.173; C -0.108; C 0.359; N -0.198; O -0.351; O -0.715; H 0.198; H 0.222; H 0.421



[6]
DFT (the ωB97M-V functional and the def2-TZVPD basis) results for an isolated molecule of C2H3N3O.

Summary:
Gap between HOMO and LUMO ... 10.62 eV
DFT total energy ... -317.4410 a.u.
ΔE to the lowest compared entry with this formula, charge and spin ... 57.3 kcal/mol
E_HOMO ... -10.17 eV
SMILES ... Oc1nnc[nH]1

ORCA input file:
```
! wB97M-V def2-TZVPD RIJCOSX def2/J DEFGRID3
* xyz 0 1
O -1.934 -0.378 0.288
C -0.693 0.045 -0.020
N -0.292 1.185 -0.487
N 1.085 1.090 -0.612
C 1.447 -0.067 -0.148
N 0.368 -0.827 0.321
H -2.518 -0.337 -0.480
H 2.467 -0.433 -0.097
H 0.070 -0.336 1.248
*
```

Listed below, in e, are the natural (NBO) charges computed for each atom: O -0.671; C 0.556; N -0.331; N -0.242; C 0.142; N -0.598; H 0.512; H 0.210; H 0.423



[7]
DFT (the ωB97M-V functional and the def2-TZVPD basis) results for C8H23FeN6O13 as an isolated structure.

Summary:
Gap between HOMO and LUMO (spin up / spin down) ... 5.92 / 2.81 eV
⟨S²⟩ ... 8.7672
DFT total energy ... -2887.5453 a.u.
ΔE to the lowest compared entry with this formula, charge and spin ... 51.5 kcal/mol
E_HOMO (spin up / spin down) ... -14.88 / -14.88 eV

ORCA input file:
```
! wB97M-V def2-TZVPD RIJCOSX def2/J DEFGRID3
* xyz 2 6
Fe 3.946 -6.128 10.145
C 2.522 -5.705 6.265
C 1.956 -5.869 7.666
O 2.817 -5.993 8.772
H 3.296 -4.937 6.207
H 1.654 -5.577 5.619
H 3.073 -6.580 5.899
H 1.253 -6.707 7.657
H 1.345 -4.978 7.846
C 2.169 -5.524 2.516
N 2.008 -5.419 1.038
O 2.875 -5.017 0.365
O 0.918 -5.880 0.539
H 3.061 -4.940 2.739
H 2.461 -6.572 2.682
H 1.318 -5.301 3.158
C 1.840 -10.248 8.778
N 0.665 -9.854 9.597
O 0.907 -9.264 10.636
O -0.442 -10.055 9.164
H 2.270 -9.339 8.367
H 1.513 -11.022 8.094
H 2.594 -10.643 9.456
C 1.733 -2.387 9.278
N 2.885 -1.786 8.531
O 2.680 -0.755 7.950
O 3.941 -2.402 8.535
H 1.910 -3.452 9.338
H 0.836 -2.152 8.716
H 1.676 -1.828 10.209
C -1.231 -3.017 6.783
N -2.107 -2.206 7.673
O -2.696 -2.807 8.552
O -2.043 -1.005 7.573
H -1.371 -2.574 5.798
H -1.579 -4.042 6.738
H -0.205 -2.894 7.106
C -1.318 -8.043 4.028
N -1.514 -6.561 3.939
O -2.291 -6.146 3.115
O -0.852 -5.843 4.682
H -1.149 -8.221 5.085
H -0.459 -8.377 3.453
H -2.237 -8.454 3.627
C 3.817 -9.722 5.670
N 3.450 -9.608 4.232
O 3.384 -8.463 3.791
O 3.425 -10.610 3.579
H 3.555 -10.722 5.995
H 3.199 -8.990 6.188
H 4.861 -9.447 5.774
*
```

Listed below, in e, are the natural (NBO) charges computed for each atom: Fe 1.574; C -0.651; C -0.057; O -0.912; H 0.231; H 0.230; H 0.210; H 0.188; H 0.183; C -0.526; N 0.506; O -0.069; O 0.178; H 0.294; H 0.309; H 0.296; C -0.493; N 0.530; O -0.399; O -0.331; H 0.207; H 0.246; H 0.241; C -0.486; N 0.534; O -0.317; O -0.427; H 0.202; H 0.235; H 0.261; C -0.488; N 0.525; O -0.367; O -0.349; H 0.240; H 0.235; H 0.205; C -0.485; N 0.533; O -0.316; O -0.451; H 0.237; H 0.229; H 0.259; C -0.484; N 0.541; O -0.465; O -0.290; H 0.244; H 0.208; H 0.252



[8]
DFT (the ωB97M-V functional and the def2-TZVPD basis) results for a 2-piece molecular cluster, C4H7BrO overall.

Summary:
Gap between HOMO and LUMO (spin up / spin down) ... 8.66 / 8.73 eV
DFT total energy ... -2805.6693 a.u.
ΔE to the lowest compared entry with this formula, charge and spin ... 117.0 kcal/mol
E_HOMO (spin up / spin down) ... -9.50 / -9.46 eV

ORCA input file:
```
! wB97M-V def2-TZVPD RIJCOSX def2/J DEFGRID3
* xyz 0 1
C -2.006 -2.315 0.109
C 1.271 -0.412 -0.190
C 0.238 1.682 0.512
C 0.207 0.552 -0.562
O 1.178 -1.592 0.112
Br 3.143 0.371 0.101
H -3.022 -2.643 0.439
H -1.507 -2.646 -0.853
H 1.095 1.463 1.181
H -0.665 1.949 1.141
H 0.484 2.640 -0.011
H 0.325 0.904 -1.556
H -0.740 0.047 -0.424
*
```

Listed below, in e, are the natural (NBO) charges computed for each atom: C -0.229; C 0.598; C -0.618; C -0.554; O -0.486; Br -0.131; H 0.112; H 0.119; H 0.231; H 0.231; H 0.220; H 0.247; H 0.259